(1)
# CH5N3O

CH5N3O in the gas phase (the ωB97M-V functional and the def2-TZVPD basis, the Open Molecules 2025 dataset).

The calculation puts the electronic energy at -7634.9590 eV. As for the frontier orbital gap: 10.2268 eV. The SMILES is NNC(N)=O. As for the energy above the lowest of the compared OMol25 structures with the same formula, charge and spin: 15.6 kcal/mol.

Geometry (Å):
H (1.504, -0.367, 1.577)
H (0.146, -1.174, 2.322)
N (-0.031, 1.044, -1.520)
O (-1.138, -0.967, 0.016)
N (0.434, 0.689, -0.333)
N (0.478, -0.571, 1.568)
H (-0.118, 2.073, -1.640)
H (1.496, 0.859, -0.134)
C (-0.093, -0.420, 0.362)
H (0.462, 0.733, -2.432)

Calculated atomic charges, method Löwdin, unit e: 0.111, 0.117, -0.044, 0.032, -0.116, 0.128, 0.097, 0.167, -0.618, 0.125

---

(2)
# C62H183N33O23

23 unconnected molecules or ions with the total composition C62H183N33O23 (the ωB97M-V functional and the def2-TZVPD basis, the Open Molecules 2025 dataset).

The calculation puts the electronic energy at -163521.8057 eV. As for the frontier orbital gap: 8.2226 eV.

Geometry (Å):
H (-25.428, 1.692, -7.515)
H (-30.427, 11.342, -1.855)
H (-28.942, 7.063, -6.807)
H (-40.093, 19.510, -9.723)
H (-32.984, 13.679, -13.801)
H (-36.912, 13.837, -14.893)
H (-25.595, 3.148, -9.875)
H (-36.383, 9.903, -14.231)
O (-36.092, 10.583, -11.193)
C (-31.629, 7.505, -16.430)
H (-39.900, 19.592, -11.802)
C (-34.662, 14.344, -11.186)
N (-27.980, 4.749, -9.294)
H (-25.425, 13.774, -2.141)
C (-23.081, 12.111, -8.862)
O (-20.988, 12.677, -6.803)
C (-34.142, 12.197, -8.473)
H (-34.413, 16.419, -17.486)
C (-26.847, 13.085, -3.647)
O (-29.945, 12.915, -11.472)
C (-28.452, 6.130, -7.088)
H (-35.682, 18.477, -9.691)
C (-28.754, 10.850, -11.038)
C (-28.683, 5.872, -8.637)
H (-27.374, 6.286, -7.102)
H (-30.455, 7.769, -18.567)
H (-29.287, 4.350, -4.429)
H (-27.230, 6.682, -15.320)
N (-27.846, 11.400, -10.028)
N (-25.833, 13.971, -11.011)
H (-35.090, 15.923, -14.031)
H (-31.942, 13.207, -11.740)
C (-31.330, 9.072, -7.374)
N (-23.634, 5.833, -8.972)
N (-39.595, 18.663, -12.057)
H (-34.219, 6.663, -15.527)
H (-30.467, 4.821, -8.407)
H (-34.353, 8.856, -8.268)
H (-26.104, 12.998, -11.047)
H (-30.490, 12.364, -13.277)
H (-27.218, 9.007, -4.681)
H (-30.722, 12.812, -5.454)
H (-29.600, 8.852, -11.402)
H (-35.070, 16.805, -9.611)
H (-28.823, 9.609, -4.614)
C (-27.616, 6.708, -14.301)
H (-23.466, 13.121, -8.724)
C (-35.316, 15.107, -13.344)
H (-27.082, 10.021, -13.394)
H (-27.749, 13.128, -3.036)
H (-30.500, 11.536, -9.982)
H (-26.030, 8.942, -5.918)
N (-30.941, 11.006, -15.961)
N (-25.483, 7.997, -13.763)
N (-32.366, 6.656, -11.496)
H (-22.814, 4.257, -11.094)
N (-28.961, 9.619, -5.614)
H (-24.136, 2.742, -6.782)
H (-34.517, 17.798, -18.089)
H (-38.666, 16.157, -10.754)
H (-29.840, 9.850, -6.056)
C (-26.911, 13.883, -15.527)
H (-26.580, 8.437, -8.659)
H (-26.415, 18.516, -13.712)
O (-32.183, 20.064, -16.298)
C (-27.018, 12.762, -16.577)
C (-32.089, 6.664, -15.242)
H (-27.237, 9.396, -15.052)
C (-32.118, 18.778, -11.676)
C (-28.982, 9.380, -10.675)
H (-24.302, 4.621, -12.025)
H (-20.160, 11.907, -12.537)
C (-32.089, 20.174, -14.806)
H (-22.691, 5.474, -8.926)
N (-27.801, 14.188, -10.420)
H (-24.732, 11.785, -6.733)
H (-30.754, 13.061, -1.966)
H (-26.300, 14.144, -13.585)
H (-21.293, 14.679, -6.333)
O (-25.449, 10.033, -10.215)
H (-30.556, 9.797, -7.624)
H (-32.938, 20.575, -14.252)
H (-32.369, 16.119, -16.436)
C (-29.762, 8.072, -17.783)
H (-22.263, 10.613, -7.771)
N (-35.967, 13.940, -15.236)
H (-31.724, 8.790, -8.350)
H (-28.780, 7.662, -18.019)
C (-35.068, 13.882, -14.033)
H (-28.461, 6.800, -9.164)
H (-26.904, 17.313, -12.427)
H (-31.507, 10.327, -16.450)
H (-20.072, 14.428, -7.581)
H (-28.130, 4.211, -12.359)
C (-38.740, 18.356, -10.925)
O (-30.983, 10.860, -3.961)
H (-25.282, 11.917, -3.452)
H (-31.897, 11.487, -6.941)
O (-27.847, 9.684, -7.643)
C (-25.161, 2.683, -7.148)
H (-30.403, 14.524, -6.514)
H (-26.965, 5.373, -11.756)
C (-26.477, 13.356, -7.299)
C (-33.398, 19.404, -16.708)
H (-25.621, 7.069, -9.073)
C (-24.883, 3.675, -9.239)
H (-31.241, 20.780, -14.485)
C (-32.818, 7.657, -10.839)
H (-26.347, 11.345, -4.441)
O (-27.448, 5.441, -13.835)
C (-25.837, 14.077, -3.103)
O (-31.364, 10.132, -13.929)
H (-24.983, 14.203, -3.769)
H (-30.660, 6.618, -8.648)
H (-31.053, 17.181, -12.210)
N (-31.197, 6.992, -14.141)
C (-26.487, 13.284, -14.229)
O (-32.361, 9.531, -6.525)
H (-34.024, 14.636, -10.352)
H (-25.528, 12.771, -14.301)
H (-35.147, 16.843, -6.703)
N (-30.508, 12.185, -2.405)
H (-33.333, 12.920, -8.577)
O (-26.598, 16.027, -10.927)
H (-35.627, 17.502, -11.127)
N (-26.281, 11.808, -3.546)
C (-39.616, 18.531, -9.685)
O (-33.227, 19.199, -11.390)
H (-30.150, 18.892, -11.883)
H (-32.443, 16.641, -8.593)
H (-32.430, 16.583, -5.798)
C (-27.925, 9.581, -6.420)
H (-34.291, 19.934, -16.376)
O (-34.422, 15.214, -12.271)
H (-37.554, 10.712, -13.143)
H (-23.134, 11.504, -13.873)
H (-22.114, 12.286, -9.333)
H (-26.997, 12.531, -7.787)
H (-28.039, 10.899, -9.173)
C (-30.137, 11.555, -11.010)
C (-28.726, 5.135, -4.936)
H (-26.238, 15.071, -2.907)
O (-37.096, 16.739, -9.945)
H (-30.598, 11.805, -16.474)
N (-28.242, 19.345, -14.197)
H (-33.521, 12.863, -15.317)
H (-30.888, 8.223, -6.853)
N (-24.249, 10.966, -7.073)
C (-33.661, 13.716, -14.654)
H (-34.496, 13.316, -11.509)
H (-28.214, 3.876, -8.845)
C (-27.571, 9.276, -14.021)
C (-30.169, 5.702, -8.976)
H (-28.018, 8.874, -10.631)
H (-28.657, 14.666, -10.663)
H (-31.881, 5.598, -15.334)
H (-21.727, 14.127, -8.032)
H (-39.135, 18.468, -8.709)
H (-26.210, 14.663, -15.825)
H (-23.799, 7.468, -10.273)
H (-28.717, 5.825, -12.218)
C (-33.223, 16.170, -6.421)
H (-25.570, 13.516, -7.882)
H (-27.086, 7.764, -12.520)
C (-24.504, 5.044, -9.878)
H (-33.670, 15.482, -8.423)
H (-30.952, 20.460, -11.907)
H (-32.960, 14.104, -5.689)
H (-30.269, 5.415, -10.023)
H (-23.972, 5.437, -8.106)
C (-32.784, 15.859, -7.914)
C (-33.694, 14.908, -5.645)
H (-35.236, 8.659, -13.566)
N (-34.627, 17.359, -17.186)
H (-29.678, 9.153, -17.679)
N (-36.682, 10.236, -13.325)
N (-22.229, 11.742, -13.493)
H (-26.154, 11.946, -18.932)
C (-32.260, 17.105, -16.887)
H (-20.458, 10.649, -11.307)
H (-26.967, 14.325, -7.392)
H (-30.063, 12.831, -14.904)
H (-30.341, 7.009, -14.677)
C (-28.291, 18.304, -13.387)
C (-31.072, 13.799, -11.458)
N (-35.186, 8.978, -12.609)
C (-33.493, 17.909, -16.450)
N (-34.257, 17.201, -6.386)
H (-33.370, 14.622, -15.186)
N (-30.433, 12.145, -14.262)
H (-25.121, 7.063, -13.635)
C (-35.821, 17.459, -10.055)
H (-35.695, 14.297, -10.840)
O (-30.239, 7.378, -16.627)
H (-27.335, 12.887, -19.945)
H (-30.301, 13.844, -4.126)
C (-30.955, 11.024, -14.668)
H (-27.774, 11.997, -16.399)
C (-30.769, 11.972, -3.641)
C (-21.028, 14.071, -7.198)
H (-34.667, 12.224, -9.427)
H (-31.854, 8.832, -12.230)
H (-28.046, 15.317, -14.928)
O (-28.918, 5.021, -6.356)
C (-25.205, 8.922, -9.935)
H (-24.872, 14.278, -10.979)
O (-26.110, 13.347, -5.974)
O (-31.690, 14.986, -7.931)
H (-32.241, 16.959, -17.967)
H (-24.617, 10.777, -7.995)
H (-40.391, 17.769, -9.596)
H (-25.798, 2.826, -6.275)
C (-27.814, 5.252, -12.428)
N (-26.982, 9.152, -5.652)
N (-25.904, 8.016, -9.281)
H (-35.417, 12.986, -13.519)
H (-27.995, 13.212, -10.246)
H (-27.227, 12.560, -13.889)
H (-34.636, 14.526, -6.039)
H (-27.909, 11.650, -19.032)
H (-28.255, 10.998, -11.996)
N (-32.332, 8.768, -11.343)
H (-37.589, 16.921, -11.991)
H (-27.499, 14.473, -5.176)
H (-31.301, 7.985, -13.985)
H (-28.016, 12.847, -5.568)
H (-33.007, 10.659, -9.084)
O (-33.582, 7.552, -9.971)
C (-27.135, 12.417, -18.981)
H (-31.334, 14.295, -10.523)
N (-20.754, 11.433, -11.872)
H (-30.889, 11.010, -11.582)
H (-30.446, 16.258, -6.925)
C (-26.905, 7.898, -13.587)
H (-31.335, 17.576, -16.553)
N (-30.747, 13.003, -4.463)
H (-23.737, 11.555, -9.532)
O (-27.283, 13.318, -17.906)
H (-21.954, 11.670, -5.387)
C (-36.014, 9.974, -12.288)
H (-35.852, 14.801, -15.751)
H (-32.684, 5.729, -11.253)
H (-32.066, 7.007, -17.295)
N (-34.773, 9.771, -8.184)
H (-25.396, 5.668, -9.941)
N (-28.153, 14.408, -15.356)
H (-34.351, 8.789, -12.073)
O (-29.244, 17.705, -12.998)
H (-29.751, 15.056, -8.054)
H (-28.656, 9.174, -14.030)
H (-26.965, 11.020, -10.341)
H (-33.638, 7.924, -14.352)
H (-27.650, 5.010, -4.819)
C (-33.634, 10.791, -8.202)
C (-38.029, 17.007, -10.998)
H (-27.015, 4.818, -9.007)
H (-28.673, 6.957, -14.396)
H (-32.198, 19.160, -14.422)
H (-28.610, 14.477, -16.254)
C (-22.943, 11.412, -7.475)
N (-24.059, 8.434, -10.411)
O (-22.654, 10.135, -12.149)
H (-33.493, 19.512, -17.788)
H (-21.950, 12.700, -13.337)
H (-40.445, 18.122, -11.989)
H (-23.703, 9.114, -11.068)
C (-33.467, 6.940, -14.788)
C (-32.749, 10.808, -6.916)
C (-21.894, 11.071, -12.432)
H (-23.003, 12.912, -5.973)
H (-33.787, 6.249, -14.009)
H (-34.805, 12.572, -7.694)
C (-22.254, 12.189, -6.297)
H (-23.136, 5.855, -11.437)
H (-32.299, 9.561, -10.718)
N (-31.972, 17.519, -11.960)
H (-33.441, 11.257, -6.203)
H (-38.035, 19.187, -10.961)
H (-33.795, 15.114, -4.579)
C (-26.746, 14.851, -10.768)
H (-35.243, 10.020, -9.043)
H (-29.066, 19.295, -14.779)
H (-27.330, 19.597, -14.551)
H (-29.430, 9.171, -9.704)
O (-25.453, 3.797, -7.949)
C (-30.535, 15.246, -7.321)
H (-32.737, 16.867, -12.055)
H (-23.927, 3.168, -9.374)
C (-23.664, 4.931, -11.199)
H (-25.192, 8.366, -12.869)
N (-27.071, 17.950, -13.193)
H (-30.922, 14.594, -12.189)
H (-29.185, 6.100, -4.720)
H (-31.910, 8.558, -16.404)
H (-26.072, 12.222, -16.612)
C (-27.207, 13.424, -5.120)
H (-33.660, 17.718, -15.389)
H (-36.320, 15.306, -12.969)
H (-31.744, 6.842, -12.270)
H (-33.961, 17.731, -7.194)
N (-30.987, 19.454, -11.827)

Results of the Löwdin charge analysis, in e, for atoms 1 through 99: 0.096, 0.127, 0.095, 0.071, 0.051, 0.063, 0.130, 0.122, 0.003, -0.193, 0.061, -0.100, 0.082, 0.080, -0.056, -0.206, -0.067, 0.057, -0.446, -0.244, -0.193, 0.085, -0.354, -0.389, 0.108, 0.086, 0.087, 0.132, 0.048, 0.173, 0.131, 0.076, -0.119, 0.029, 0.024, 0.087, 0.078, 0.035, 0.100, 0.070, 0.113, 0.083, 0.067, 0.056, 0.114, -0.245, 0.054, -0.242, 0.057, 0.114, 0.125, 0.116, 0.187, 0.062, 0.190, 0.076, 0.181, 0.093, 0.059, 0.131, 0.060, -0.506, 0.066, 0.112, -0.186, -0.150, -0.404, 0.070, -0.779, -0.048, 0.076, 0.116, -0.065, 0.085, 0.182, 0.031, 0.117, 0.073, 0.085, 0.043, 0.067, 0.084, 0.052, -0.073, 0.129, 0.032, 0.073, 0.092, -0.418, 0.106, 0.079, 0.093, 0.082, 0.082, -0.441, 0.075, 0.070, 0.107, 0.008

---

no.,E_HOMO (eV)
1,-9.525
2,-8.016